{"formula": "C9H19BrNOPd", "method": "ωB97M-V/def2-TZVPD", "s_squared": 2.007, "multiplicity": 3, "gap_ev": [8.33, 6.24], "e_homo_ev": [-12.401, -12.322], "charge": 1, "e_above_lowest_ev": 0.000, "e_lumo_ev": [-4.0684, -6.0873], "species": ["Pd", "Br", "C", "C", "C", "C", "C", "C", "N", "O", "C", "C", "C", "H", "H", "H", "H", "H", "H", "H", "H", "H", "H", "H", "H", "H", "H", "H", "H", "H", "H", "H"], "positions_angstrom": [[-5.808769, 3.712008, -1.389249], [-4.274188, 1.936943, -0.170353], [-1.818056, -1.644930, -0.836415], [-0.377301, -1.219558, -0.224112], [0.665754, -1.482143, -1.330489], [1.979924, -0.788551, -0.984094], [1.955672, 0.700599, -0.686647], [0.787202, 1.004757, 0.325028], [-0.374409, 0.203650, 0.131341], [-1.479719, 0.518948, 0.951071], [1.309311, 0.729727, 1.781508], [0.352471, 2.531739, 0.149724], [-0.125881, -2.117055, 1.095311], [-1.959525, -2.708279, -1.029719], [-2.659893, -1.495372, -0.160357], [-2.058506, -1.181147, -1.793073], [0.846912, -2.556970, -1.325574], [0.402124, -1.205516, -2.351318], [2.307251, -1.335779, -0.100071], [2.632026, -1.057435, -1.815102], [1.724570, 1.371136, -1.514337], [2.857480, 1.090340, -0.214482], [2.062049, 1.499778, 1.950327], [1.885444, -0.177286, 1.964534], [0.555653, 0.928056, 2.543582], [1.227032, 3.111822, -0.144803], [0.047332, 2.926532, 1.118816], [-0.431151, 2.719494, -0.584286], [0.859653, -2.015217, 1.549685], [-0.859924, -1.944218, 1.882337], [-0.222566, -3.163165, 0.804786], [-2.007970, 1.107093, 0.406431]], "atomic_forces_ev_per_a": [[0.72, -0.82, 0.57], [-0.48, 0.74, -0.57], [0.09, 0.27, 0.78], [-1.77, -1.73, -0.99], [0.42, 0.68, 0.82], [0.58, -0.90, -0.23], [-2.00, -0.01, 0.41], [1.05, 1.70, 0.09], [-1.95, -1.48, 1.28], [2.38, -0.73, -0.84], [0.38, 1.22, 0.21], [0.59, -0.69, 1.01], [-0.06, 0.36, -0.64], [1.08, -0.24, 0.05], [0.23, 0.63, 0.22], [0.33, 0.43, 0.14], [-0.04, 0.02, -0.12], [-0.77, 0.13, 0.21], [0.62, 0.24, 0.07], [0.48, 0.31, 0.25], [0.28, -0.48, -0.54], [0.05, -0.28, -0.09], [0.00, 0.29, -0.14], [-0.59, -0.27, -0.39], [-0.15, -0.43, -0.15], [0.06, -0.17, -0.05], [-0.24, 0.00, -0.09], [0.00, -0.36, -0.04], [-0.01, 0.25, -0.31], [-0.13, 0.31, -0.26], [-0.08, 0.10, -0.27], [-1.08, 0.91, -0.42]], "lowdin_charge": [0.47, -0.19, 0.00, -0.38, -0.13, -0.17, -0.09, -0.44, 0.07, 0.04, 0.01, 0.01, 0.03, 0.09, 0.08, 0.09, 0.13, 0.13, 0.11, 0.12, 0.12, 0.13, 0.10, 0.09, 0.10, 0.09, 0.09, 0.09, 0.07, 0.09, 0.10, -0.04]}